ORCA calculation (the ωB97M-V functional and the def2-TZVPD basis) on a molecular structure, C30H27CoN5O2S3Sb.

```
! RIJCOSX wB97M-V def2-TZVPD def2/J DEFGRID3
* xyz -1 2
Co -1.05 1.10 0.00
S -5.81 -0.69 0.63
Sb -4.31 1.05 0.27
S -2.46 0.95 1.72
S -2.76 0.48 -1.35
C -4.12 5.82 -0.40
C -3.82 4.85 -1.34
C -2.80 3.92 -1.12
C -2.07 3.93 0.07
C -2.39 4.92 1.02
C -3.39 5.84 0.78
N -1.09 2.97 0.31
C 0.03 3.32 1.05
C 0.68 4.56 0.91
C 1.84 4.85 1.60
C 2.42 3.91 2.46
C 1.80 2.67 2.60
C 0.62 2.38 1.92
H -4.91 6.54 -0.58
H -4.37 4.81 -2.27
H -2.56 3.19 -1.87
H -1.85 4.93 1.96
H -3.61 6.58 1.55
H 0.25 5.29 0.24
H 2.31 5.82 1.47
H 3.32 4.14 3.01
H 2.21 1.93 3.28
H 0.13 1.42 2.10
O -0.20 -0.80 2.60
C -0.24 -1.34 1.51
N -0.11 -2.70 1.31
C -0.07 -3.04 -0.09
C -0.25 -1.63 -0.72
O -0.33 -1.48 -1.92
N -0.33 -0.69 0.28
C -1.23 -3.97 -0.46
C -2.45 -3.45 -0.87
C -3.52 -4.30 -1.10
C -3.38 -5.67 -0.94
C -2.16 -6.19 -0.53
C -1.09 -5.34 -0.29
C 1.29 -3.59 -0.53
C 2.35 -3.71 0.37
C 3.59 -4.19 -0.06
C 3.78 -4.53 -1.38
C 2.73 -4.40 -2.29
C 1.49 -3.94 -1.86
H -0.25 -3.33 2.07
H -2.58 -2.38 -0.99
H -4.47 -3.88 -1.41
H -4.22 -6.33 -1.13
H -2.04 -7.26 -0.40
H -0.14 -5.75 0.02
H 2.19 -3.43 1.40
H 4.40 -4.28 0.66
H 4.75 -4.90 -1.72
H 2.87 -4.67 -3.33
H 0.68 -3.84 -2.56
C 3.56 0.03 0.02
N 3.12 1.18 -0.78
C 3.97 2.37 -0.83
C 1.82 1.31 -0.98
N 0.69 1.41 -1.18
H 4.44 -0.42 -0.44
H 2.76 -0.70 0.06
H 3.79 0.36 1.04
H 4.91 2.10 -1.30
H 4.15 2.75 0.18
H 3.47 3.14 -1.41
*
```

**Energy relative to the best compared isomer or geometry (same formula, charge and spin)**: 0.305 eV
**LUMO (alpha / beta)**: 1.5 / 0.9 eV
**HOMO level (alpha / beta)**: -4.3 / -4.3 eV
**Gap between HOMO and LUMO (alpha / beta)**: 5.79 / 5.25 eV
**Expectation value of S²**: 1.0620

ORCA calculation (the ωB97M-V functional and the def2-TZVPD basis) on 6 unconnected molecules or ions with the total composition C34H40F5N3O17.

```
! RIJCOSX wB97M-V def2-TZVPD def2/J DEFGRID3
* xyz 0 1
C 5.39 3.17 2.26
O 5.51 2.17 1.21
C 6.35 2.67 0.11
C 5.50 2.77 -1.29
C 3.97 3.01 -0.79
N 2.77 3.17 -0.67
C 5.97 4.12 -1.99
F 7.38 4.43 -1.81
F 5.79 4.17 -3.43
C 5.18 5.46 -1.48
F 5.30 5.71 -0.09
F 5.87 6.56 -2.14
C 5.54 1.43 -2.17
C 5.77 0.16 -1.16
N 5.90 -0.69 -0.31
C 6.84 1.32 -3.17
C 7.42 -0.17 -3.28
F 8.31 -0.16 -4.47
C 4.15 1.04 -2.91
C 3.59 2.09 -3.96
C 2.07 1.72 -4.42
O 1.92 1.22 -5.59
N 0.89 1.96 -3.55
C 0.72 0.89 -2.54
C 1.12 -0.62 -2.77
C 0.96 -1.71 -1.65
C 0.40 -1.31 -0.24
C -0.03 0.20 -0.01
C 0.14 1.29 -1.14
H 4.60 2.76 3.01
H 5.00 4.19 1.92
H 6.39 3.20 2.83
H 7.32 2.06 0.00
H 6.70 3.71 0.48
H 4.10 5.51 -1.88
H 6.60 1.77 -4.20
H 7.65 1.98 -2.65
H 6.64 -0.98 -3.50
H 8.12 -0.47 -2.41
H 3.38 0.69 -2.11
H 4.39 0.07 -3.51
H 3.49 3.15 -3.48
H 4.26 2.15 -4.89
H 0.03 2.13 -4.11
H 1.54 -0.92 -3.79
H 1.29 -2.80 -1.87
H 0.31 -2.12 0.57
H -0.48 0.44 1.02
H -0.17 2.35 -0.87
O -1.50 -0.77 2.60
C -1.75 -1.95 2.62
O -2.88 -2.50 2.10
C -2.70 -3.90 2.10
C -1.68 -4.11 3.18
O -0.94 -2.90 3.16
H -3.64 -4.41 2.32
H -2.33 -4.22 1.12
H -2.14 -4.23 4.17
H -1.03 -4.97 2.99
O -6.02 -4.22 2.97
C -6.29 -3.05 3.10
O -6.93 -2.53 4.19
C -6.86 -1.12 4.07
C -6.67 -0.91 2.60
O -6.00 -2.09 2.19
H -7.78 -0.65 4.45
H -6.01 -0.76 4.66
H -7.63 -0.84 2.06
H -6.08 -0.02 2.38
O -1.97 -6.60 -2.35
C -2.74 -5.68 -2.25
O -2.62 -4.67 -1.35
C -3.58 -3.68 -1.71
C -4.61 -4.46 -2.47
O -3.85 -5.52 -3.04
H -4.00 -3.21 -0.82
H -3.09 -2.92 -2.32
H -5.38 -4.89 -1.82
H -5.09 -3.87 -3.25
O -1.74 2.80 -4.57
C -1.87 3.80 -3.92
O -3.03 4.18 -3.33
C -2.73 5.28 -2.48
C -1.47 5.83 -3.08
O -0.87 4.70 -3.68
H -3.54 6.00 -2.47
H -2.57 4.90 -1.46
H -1.67 6.58 -3.86
H -0.81 6.27 -2.33
O -5.23 -1.34 7.62
C -5.47 -2.51 7.63
O -6.60 -3.07 7.10
C -6.41 -4.48 7.10
C -5.39 -4.68 8.18
O -4.66 -3.47 8.16
H -7.35 -4.99 7.32
H -6.05 -4.78 6.12
H -5.84 -4.81 9.17
H -4.74 -5.53 7.98
*
```

**SMILES string**: COC[C@@](C#N)(C(F)(F)C(F)F)[C@](C#N)(CCF)CCC(=O)Nc1ccccc1.O=C1OCCO1.O=C1OCCO1.O=C1OCCO1.O=C1OCCO1.O=C1OCCO1
**LUMO**: 0.3 eV
**HOMO level**: -8.3 eV
**Gap between HOMO and LUMO**: 8.59 eV